No. 1
{
  "formula": "C32H34BrF2N4OTi",
  "method": "ωB97M-V/def2-TZVPD",
  "elements": ["Ti", "O", "C", "C", "C", "C", "C", "C", "N", "H", "H", "H", "H", "H", "H", "H", "C", "C", "C", "C", "N", "C", "C", "C", "C", "C", "C", "C", "H", "H", "H", "H", "H", "H", "H", "H", "Br", "C", "C", "C", "C", "C", "C", "C", "C", "C", "C", "H", "H", "H", "H", "H", "H", "F", "C", "F", "H", "C", "C", "C", "C", "N", "N", "H", "H", "H", "H", "H", "H", "H", "H", "H", "H", "H", "H"],
  "positions_angstrom": [[-0.7408, -1.1445, -0.5165], [-0.2359, 0.8621, 1.0574], [0.1626, 1.9572, 1.8384], [1.6210, 1.9664, 2.2735], [1.9983, 2.7773, 3.3452], [3.3215, 2.8037, 3.7406], [4.2397, 2.0112, 3.0627], [3.7768, 1.2412, 2.0135], [2.5029, 1.2195, 1.6197], [0.1219, 0.9451, 0.1392], [-0.4442, 1.9315, 2.7466], [-0.0527, 2.9009, 1.3211], [1.2506, 3.3699, 3.8575], [3.6354, 3.4252, 4.5701], [5.2848, 1.9903, 3.3399], [4.4547, 0.6067, 1.4511], [-3.7225, -2.3757, 2.4701], [-4.6779, -1.3353, 2.3602], [-4.4428, -0.3514, 1.4127], [-3.2957, -0.3475, 0.6299], [-2.3234, -1.3358, 0.8063], [-2.6060, -2.3361, 1.6895], [-3.0622, 0.5844, -0.4787], [-3.8775, 1.7132, -0.6750], [-3.6883, 2.5502, -1.7567], [-2.6746, 2.2733, -2.6751], [-1.8499, 1.1782, -2.4609], [-1.9860, 0.3142, -1.3666], [-3.8678, -3.2079, 3.1470], [-5.5796, -1.3318, 2.9578], [-5.1853, 0.4198, 1.2548], [-1.8693, -3.1310, 1.7351], [-4.6667, 1.9483, 0.0298], [-4.3292, 3.4146, -1.8914], [-2.5316, 2.9113, -3.5417], [-1.0540, 0.9978, -3.1836], [0.9643, -2.1559, 1.5153], [2.3307, -2.7641, 0.3328], [3.3534, -3.4985, 0.8553], [4.3946, -3.9272, 0.0048], [4.3724, -3.5977, -1.3186], [3.3081, -2.8367, -1.8646], [3.2815, -2.5038, -3.2388], [2.2274, -1.8000, -3.7485], [1.1664, -1.4003, -2.9080], [1.1275, -1.6578, -1.5512], [2.2355, -2.4005, -1.0376], [3.3666, -3.7469, 1.9077], [5.2052, -4.5174, 0.4137], [5.1690, -3.9209, -1.9798], [4.0977, -2.8310, -3.8735], [2.1939, -1.5628, -4.8065], [0.3211, -0.8984, -3.3768], [-0.9809, -3.9405, -0.8305], [-1.6144, -2.8352, -1.4999], [-1.3757, -3.0964, -2.8584], [-2.6846, -3.0494, -1.3705], [1.8955, 4.9193, -2.2010], [2.0502, 3.4115, -2.3722], [1.7287, 3.0164, -3.8179], [3.4718, 2.9907, -2.0136], [1.1131, 2.8013, -1.4089], [1.1372, 1.3861, -1.3449], [2.5559, 5.4574, -2.8837], [2.1332, 5.2054, -1.1757], [0.8681, 5.2269, -2.4114], [2.4460, 3.4587, -4.5129], [0.7279, 3.3566, -4.0941], [1.7704, 1.9335, -3.9547], [4.1902, 3.5605, -2.6065], [3.6386, 1.9304, -2.2105], [3.6633, 3.1796, -0.9557], [0.1625, 3.0430, -1.6806], [1.9033, 1.0823, -0.7536], [1.2146, 0.9214, -2.2444]],
  "spin_multiplicity": 3,
  "s2": 2.024,
  "charge": -1,
  "gap_ha": [0.1440, 0.2646],
  "relative_energy_ev": 0.837,
  "energy_ha": -5157.239440
}



No. 2
{
  "formula": "C32H34CoN5O4P2SSe3",
  "method": "ωB97M-V/def2-TZVPD",
  "elements": ["Co", "C", "C", "N", "C", "C", "S", "C", "C", "N", "H", "H", "H", "H", "H", "H", "H", "H", "H", "H", "H", "H", "H", "H", "Se", "P", "C", "C", "C", "C", "C", "C", "C", "C", "C", "C", "C", "C", "C", "C", "N", "N", "N", "P", "Se", "C", "C", "C", "C", "C", "C", "C", "C", "C", "C", "C", "C", "H", "H", "H", "H", "H", "H", "H", "H", "H", "H", "H", "H", "H", "H", "H", "H", "H", "H", "H", "H", "O", "Se", "O", "O", "O"],
  "positions_angstrom": [[-2.5722, 1.5819, -1.4847], [-4.7624, 3.4596, -0.1654], [-3.3239, 3.8092, 0.1918], [-2.4658, 2.6078, 0.2546], [-2.6162, 1.8215, 1.4857], [-3.7455, 0.8000, 1.4527], [-4.0162, -0.0331, -0.1468], [-5.7127, 0.4921, -0.5270], [-5.8361, 1.6710, -1.5068], [-4.7695, 2.6337, -1.3577], [-5.2420, 2.9285, 0.6597], [-5.3254, 4.3952, -0.2915], [-2.9122, 4.4491, -0.5862], [-3.2842, 4.3386, 1.1529], [-1.5001, 2.9213, 0.2008], [-1.6848, 1.2821, 1.6310], [-2.7641, 2.4876, 2.3476], [-3.5116, 0.0279, 2.1855], [-4.6960, 1.2419, 1.7433], [-6.2052, -0.3816, -0.9545], [-6.2169, 0.6910, 0.4196], [-5.7549, 1.3006, -2.5294], [-6.8412, 2.1091, -1.3909], [-4.7054, 3.1907, -2.2136], [3.4489, -3.1434, -0.3462], [1.8624, -2.3762, 0.8002], [2.4591, -1.4597, 2.2675], [1.5970, -0.6556, 3.0131], [2.0732, 0.0244, 4.1223], [3.4042, -0.1001, 4.5016], [4.2571, -0.9105, 3.7720], [3.7864, -1.5865, 2.6559], [0.8575, -3.7271, 1.4777], [0.9900, -4.1438, 2.7923], [0.2629, -5.2349, 3.2521], [-0.5942, -5.9075, 2.3985], [-0.7255, -5.4907, 1.0780], [-0.0011, -4.4075, 0.6187], [0.6029, -1.3000, 0.0816], [0.4378, -0.2936, -0.8825], [-0.8181, 0.1778, -0.7170], [-1.3783, -0.5018, 0.2748], [-0.5609, -1.3821, 0.7719], [1.5682, 0.5566, -2.0171], [0.6307, 1.7328, -3.4552], [2.6358, 1.4848, -0.8615], [3.5411, 0.8454, -0.0168], [4.2639, 1.5780, 0.9125], [4.0840, 2.9509, 1.0055], [3.1861, 3.5901, 0.1645], [2.4652, 2.8611, -0.7698], [2.5812, -0.7256, -2.7892], [1.9213, -1.8299, -3.3194], [2.6248, -2.7809, -4.0343], [3.9902, -2.6275, -4.2382], [4.6431, -1.5115, -3.7376], [3.9389, -0.5600, -3.0165], [0.5614, -0.5647, 2.7184], [1.4040, 0.6554, 4.6921], [3.7740, 0.4357, 5.3675], [5.2952, -1.0107, 4.0635], [4.4440, -2.2110, 2.0629], [1.6542, -3.6186, 3.4679], [0.3676, -5.5526, 4.2815], [-1.1639, -6.7552, 2.7574], [-1.3995, -6.0079, 0.4083], [-0.1089, -4.0757, -0.4068], [3.6908, -0.2274, -0.0874], [4.9601, 1.0721, 1.5683], [4.6468, 3.5220, 1.7339], [3.0474, 4.6615, 0.2315], [1.7671, 3.3456, -1.4424], [0.8529, -1.9406, -3.1735], [2.1098, -3.6452, -4.4327], [4.5428, -3.3743, -4.7941], [5.7051, -1.3828, -3.9020], [4.4563, 0.3094, -2.6292], [-2.1348, 3.2669, -2.4255], [-2.8327, 2.7203, -3.8732], [-4.2882, 3.4286, -4.0456], [-3.0368, 1.1322, -3.3109], [-1.8861, 2.8455, -5.1598]],
  "spin_multiplicity": 2,
  "s2": 0.962,
  "charge": -1,
  "gap_ha": [0.2650, 0.2649],
  "relative_energy_ev": 0.645,
  "energy_ha": -11482.575725
}



No. 3
{
  "formula": "C32H34F6NO3PPbSi",
  "method": "ωB97M-V/def2-TZVPD",
  "elements": ["Pb", "O", "C", "O", "C", "P", "C", "C", "C", "C", "C", "C", "C", "C", "C", "C", "C", "C", "H", "H", "H", "H", "H", "H", "H", "H", "H", "H", "H", "H", "C", "Si", "C", "C", "O", "H", "H", "H", "H", "H", "H", "H", "H", "H", "F", "C", "C", "C", "C", "C", "C", "C", "H", "H", "H", "H", "H", "H", "N", "C", "C", "C", "C", "C", "C", "H", "H", "H", "H", "H", "H", "H", "F", "C", "F", "C", "F", "F", "F"],
  "positions_angstrom": [[-1.0070, 1.0753, 1.0408], [-0.7106, -2.2443, 2.1832], [-0.1337, -2.0085, 1.1489], [-0.5984, -1.3980, 0.0794], [1.3158, -2.2911, 0.8010], [1.1076, -2.1743, -0.9868], [-0.0179, -3.4034, -1.6531], [-1.0702, -3.0830, -2.5050], [-1.9654, -4.0688, -2.8833], [-1.8290, -5.3651, -2.4024], [-0.7829, -5.6855, -1.5524], [0.1254, -4.7052, -1.1767], [2.7875, -2.6752, -1.5344], [3.0483, -3.7965, -2.3175], [4.3577, -4.1574, -2.6088], [5.4133, -3.3917, -2.1364], [5.1625, -2.2623, -1.3684], [3.8580, -1.9124, -1.0572], [1.7870, -3.2100, 1.1420], [1.8855, -1.4210, 1.1354], [-1.2030, -2.0722, -2.8643], [-2.7825, -3.8215, -3.5498], [-2.5499, -6.1226, -2.6844], [-0.6702, -6.6953, -1.1796], [0.9415, -4.9576, -0.5091], [2.2313, -4.3808, -2.7221], [4.5511, -5.0379, -3.2099], [6.4336, -3.6755, -2.3691], [5.9833, -1.6540, -1.0104], [3.6770, -1.0348, -0.4437], [2.1163, 2.5192, 3.6225], [2.3184, 1.0067, 2.5319], [3.9252, 1.1827, 1.5576], [2.5149, -0.4698, 3.6804], [1.0854, 0.7978, 1.5105], [3.0241, 2.7125, 4.2032], [1.2903, 2.3824, 4.3300], [1.9036, 3.4163, 3.0284], [4.6233, 1.8683, 2.0531], [3.7195, 1.5779, 0.5560], [4.4394, 0.2201, 1.4505], [3.0649, -0.1793, 4.5834], [3.0706, -1.2909, 3.2145], [1.5377, -0.8563, 3.9927], [-4.3824, 6.1549, 2.9451], [-3.7196, 4.9804, 3.0557], [-4.4340, 3.8021, 3.0655], [-3.7463, 2.5986, 3.1785], [-2.3487, 2.5500, 3.2866], [-1.6013, 1.2707, 3.3059], [-1.6711, 3.7810, 3.2671], [-2.3452, 4.9924, 3.1583], [-5.5147, 3.8286, 2.9910], [-4.3055, 1.6682, 3.1937], [-2.2028, 0.4176, 3.6238], [-0.6895, 1.3227, 3.9055], [-0.5869, 3.7834, 3.3617], [-1.8166, 5.9384, 3.1632], [-0.5709, 3.7016, -0.3677], [0.7372, 3.7844, -0.8901], [0.9781, 3.5005, -2.2320], [2.2779, 3.4881, -2.7203], [3.3485, 3.7610, -1.8793], [3.1047, 4.0489, -0.5420], [1.8103, 4.0594, -0.0466], [-0.7832, 4.3829, 0.3505], [-1.2841, 3.7020, -1.0810], [0.1442, 3.2754, -2.8904], [2.4508, 3.2730, -3.7683], [4.3616, 3.7489, -2.2615], [3.9321, 4.2549, 0.1260], [1.6246, 4.2663, 1.0022], [-0.2198, -0.0520, -2.0392], [1.0378, -0.5190, -1.9387], [1.7785, 0.3775, -1.2676], [1.5914, -0.5853, -3.4148], [0.9396, 0.2887, -4.1809], [1.4033, -1.8054, -3.9339], [2.8838, -0.2955, -3.4504]],
  "gap_ha": 0.2606,
  "relative_energy_ev": 0.000,
  "energy_ha": -2943.248739
}